(1)
Computed, not measured: the ion C8H11BrFN2 with charge +1, with the ωB97M-V functional and the def2-TZVPD basis.

CARTESIAN COORDINATES (ANGSTROEM)
C  -0.96  2.03  -0.33
C  -0.04  1.02  -0.56
C  -0.43  -0.02  0.28
C  1.14  0.97  -1.47
C  1.55  -1.52  -0.96
C  0.69  -1.76  0.25
C  2.14  -0.11  -1.05
C  -2.27  -0.40  1.93
N  -1.83  1.59  0.59
N  -1.50  0.33  0.97
F  -0.20  -2.73  0.14
Br  2.92  0.41  0.70
H  -1.04  3.01  -0.75
H  0.80  0.75  -2.49
H  1.63  1.94  -1.49
H  2.36  -2.25  -0.92
H  0.96  -1.72  -1.86
H  1.15  -1.74  1.23
H  2.98  -0.11  -1.74
H  -2.78  0.29  2.60
H  -3.02  -1.03  1.44
H  -1.62  -1.04  2.52
H  -2.62  2.08  0.99

Computed properties:
2S+1: 3
Net charge: +1
F_max, hartree/bohr: 0.1206
Orbital gap (alpha / beta), eV: 6.9 / 6.4
M, g mol⁻¹: 234.09

=====

(2)
Computed, not measured: a cluster of 2 separate species, C2H4P2S in total, with the ωB97M-V functional and the def2-TZVPD basis.

CARTESIAN COORDINATES (ANGSTROEM)
P  -3.55  1.95  0.39
P  -4.29  0.24  -0.09
S  -4.40  -1.70  -0.33
C  -0.49  -0.04  -0.50
C  0.22  -0.28  0.63
H  -0.04  -0.16  -1.48
H  -1.49  0.28  -0.59
H  -0.19  -0.14  1.64
H  1.18  -0.65  0.61

Computed properties:
Energy above the lowest of the compared OMol25 structures with the same formula, charge and spin, kcal per mole: 50.0
F_max, hartree/bohr: 0.0736
Orbital gap, eV: 7.5
M, g mol⁻¹: 122.07

=====

(3)
Computed, not measured: an isolated molecule of C6H9F3O5, with the ωB97M-V functional and the def2-TZVPD basis.

CARTESIAN COORDINATES (ANGSTROEM)
C  3.76  0.45  0.58
C  3.54  -0.76  -0.33
O  2.25  -1.33  -0.16
O  1.40  -0.79  -1.14
C  0.33  -0.26  -0.47
O  0.44  0.30  0.55
O  -0.77  -0.49  -1.12
C  -1.75  0.55  -0.96
C  -2.58  0.47  0.32
O  -3.75  1.25  0.09
C  -3.09  -0.91  0.66
F  -3.72  -0.83  1.83
F  -3.97  -1.35  -0.19
F  -2.14  -1.79  0.82
H  3.57  0.20  1.62
H  3.02  1.19  0.29
H  4.77  0.83  0.45
H  3.62  -0.40  -1.35
H  4.30  -1.52  -0.18
H  -2.37  0.61  -1.85
H  -1.21  1.50  -0.92
H  -2.09  0.88  1.20
H  -3.55  2.18  0.27

Computed properties:
F_max, hartree/bohr: 0.0585
Orbital gap, eV: 10.9
M, g mol⁻¹: 218.13

=====

What did the second record say?
Computed, not measured: a cluster of 2 separate species, C2H4P2S in total, with the ωB97M-V functional and the def2-TZVPD basis.

CARTESIAN COORDINATES (ANGSTROEM)
P  -3.55  1.95  0.39
P  -4.29  0.24  -0.09
S  -4.40  -1.70  -0.33
C  -0.49  -0.04  -0.50
C  0.22  -0.28  0.63
H  -0.04  -0.16  -1.48
H  -1.49  0.28  -0.59
H  -0.19  -0.14  1.64
H  1.18  -0.65  0.61

Computed properties:
Energy above the lowest of the compared OMol25 structures with the same formula, charge and spin, kcal per mole: 50.0
F_max, hartree/bohr: 0.0736
Orbital gap, eV: 7.5
M, g mol⁻¹: 122.07